A single C27H34N4O5S molecule, computed with ωB97M-V with the def2-TZVPD basis set.

Geometry (Å):
C1 0.5035 6.1538 -4.3421
C2 0.3368 4.7519 -5.1102
C3 -0.0164 3.5881 -4.0778
C4 -1.4201 3.9669 -3.4558
C5 -1.7665 2.9587 -2.6538
C6 -3.2825 3.1218 -1.8586
C7 -3.8369 1.9939 -0.9164
C8 -2.8315 1.8724 0.3353
C9 -3.0389 0.3807 1.2325
C10 -2.1221 -0.5383 0.5069
N1 -2.7078 -0.9926 -0.7740
C11 -1.9586 -2.1386 -1.1792
S1 -2.5048 -2.8517 -2.6145
C12 -1.0217 -3.6649 -2.7304
C13 -0.2000 -3.3690 -1.5244
C14 -0.5738 -2.3878 -0.8358
C15 -0.1641 -1.7127 0.3719
O1 0.9509 -2.1600 1.0111
N2 -0.8814 -0.8164 0.8340
N3 -0.7542 -0.1899 2.1458
C16 0.2400 0.9695 1.8294
O2 0.2172 1.5257 0.9179
C17 0.8052 1.4610 2.9429
C18 0.4136 1.2319 4.5233
C19 1.2955 1.8023 5.4109
C20 2.4291 2.5453 5.0741
N4 3.3937 2.8195 6.1905
O3 4.3115 3.5034 6.1106
O4 2.9087 2.6270 7.3079
C21 3.0396 2.6747 3.8783
C22 2.1184 2.1468 2.5839
C23 1.1597 -4.0487 -1.4588
C24 1.7985 -4.6144 -2.7849
C25 2.7788 -5.6706 -2.3461
C26 2.1460 -3.6147 -3.7979
O5 0.5719 -5.4879 -3.2443
C27 -0.4488 -4.8934 -3.7440
H1 0.9023 7.0429 -4.9769
H2 0.9693 5.9796 -3.3762
H3 -0.4080 6.4312 -3.8603
H4 1.2166 4.5930 -5.5056
H5 -0.4738 4.7686 -5.6924
H6 -0.1028 2.8530 -4.5567
H7 0.6371 3.7321 -3.2369
H8 -2.1001 4.0570 -4.2532
H9 -1.4920 4.9878 -2.6576
H10 -1.8059 1.9171 -3.1865
H11 -1.1894 2.6569 -1.6970
H12 -3.2149 3.8554 -1.2636
H13 -4.2433 3.0276 -2.6904
H14 -3.4205 0.9972 -1.5484
H15 -4.7683 1.9606 -0.7375
H16 -1.7863 2.0926 0.2347
H17 -3.3866 2.6569 0.9406
H18 -2.9743 0.5781 2.0526
H19 -4.3157 0.0596 1.1259
H20 -0.3034 -0.7582 2.6823
H21 -0.2970 0.5803 4.3164
H22 1.0564 1.5168 6.3466
H23 3.7209 3.2339 3.4826
H24 2.3755 2.3946 1.6213
H25 2.0461 -3.3992 -1.0568
H26 1.2851 -4.7798 -0.7290
H27 3.6560 -5.2488 -1.9300
H28 3.1009 -6.0407 -3.3550
H29 2.7768 -6.5842 -1.9812
H30 1.3380 -2.6182 -3.9015
H31 2.3878 -4.1083 -4.6965
H32 2.9890 -3.0559 -3.2994
H33 -1.3016 -5.5768 -3.8059
H34 -0.4193 -4.1281 -4.7153

orbital gap: 5.875 eV
ΔE to the lowest compared entry with this formula, charge and spin: 2847.93 kJ/mol
LUMO energy: -1.371 eV
structure (SMILES): CCCCCCCCCc1nc2sc3c(c2c(=O)n1NC(=O)c1ccc([N+](=O)[O-])cc1)CC(C)(C)OC3
DFT total energy: -2041.69419 Ha
E_HOMO: -7.2 eV
net charge: 0